ORCA calculation (ωB97M-V with the def2-TZVPD basis set) on the molecule C23H23ClFN3O4.

ORCA input file:
```
! wB97M-V def2-TZVPD RIJCOSX def2/J DEFGRID3
* xyz 0 1
C 3.040 4.461 -2.310
C 2.416 4.962 -1.012
C 2.055 3.835 -0.045
C 0.868 3.006 -0.540
N 0.569 1.908 0.363
C -0.430 2.120 1.292
O -1.052 3.170 1.339
C -0.695 0.987 2.193
C -1.758 1.194 3.227
C -2.074 -0.093 3.991
C -2.575 -1.112 3.004
O -3.450 -0.895 2.195
O -1.934 -2.272 3.097
C -2.240 -3.299 2.154
C -1.479 -3.079 0.833
O -0.602 -3.822 0.464
N -1.920 -1.975 0.178
C -1.316 -1.297 -0.876
C -1.791 -0.018 -1.172
C -1.198 0.730 -2.169
C -0.130 0.203 -2.872
F 0.469 0.960 -3.813
C 0.337 -1.077 -2.603
Cl 1.658 -1.724 -3.496
C -0.259 -1.832 -1.607
N -0.077 -0.136 2.127
C 0.917 -0.305 1.208
C 1.598 -1.527 1.185
C 2.624 -1.729 0.295
C 2.988 -0.709 -0.581
C 2.329 0.501 -0.579
C 1.276 0.728 0.313
H 2.339 3.861 -2.884
H 3.342 5.303 -2.928
H 3.922 3.859 -2.101
H 3.125 5.627 -0.515
H 1.519 5.543 -1.236
H 1.789 4.262 0.925
H 2.923 3.188 0.103
H 1.047 2.607 -1.538
H -0.024 3.638 -0.562
H -2.655 1.568 2.726
H -1.428 1.978 3.913
H -1.186 -0.484 4.483
H -2.854 0.103 4.728
H -1.904 -4.232 2.608
H -3.320 -3.327 1.967
H -2.696 -1.474 0.612
H -2.615 0.392 -0.609
H -1.549 1.722 -2.403
H 0.104 -2.820 -1.385
H 1.292 -2.291 1.881
H 3.148 -2.671 0.274
H 3.800 -0.864 -1.275
H 2.640 1.265 -1.273
*
```

Calculated values
HOMO energy: -8.49 eV
LUMO energy: -0.03 eV
structure (SMILES): CCCCn1c(=O)c(CCC(=O)OCC(=O)Nc2ccc(F)c(Cl)c2)nc2ccccc21
energy: -52126.96527 eV

natural (NBO) charges, unit e, in atom order: -0.61 -0.39 -0.40 -0.24 -0.40 0.60 -0.62 0.19 -0.43 -0.51 0.84 -0.65 -0.48 -0.17 0.66 -0.59 -0.65 0.23 -0.25 -0.26 0.35 -0.32 -0.08 0.04 -0.28 -0.40 0.04 -0.15 -0.24 -0.17 -0.28 0.24 0.20 0.21 0.20 0.21 0.20 0.22 0.20 0.21 0.25 0.25 0.24 0.24 0.24 0.22 0.21 0.44 0.23 0.24 0.27 0.23 0.22 0.22 0.22

ORCA calculation (ωB97M-V with the def2-TZVPD basis set) on a structure of composition C21H45CaO4SSi.

ORCA input file:
```
! wB97M-V def2-TZVPD RIJCOSX def2/J DEFGRID3
* xyz -1 1
Ca -2.048 -0.568 -0.885
C 0.908 -2.259 -0.265
C 1.416 -0.858 0.025
C 1.879 -0.757 1.474
C 2.566 -0.495 -0.913
O 0.293 0.022 -0.218
Si 0.145 1.652 0.170
S -1.594 2.229 -0.729
O 0.259 1.895 1.790
C -0.670 1.782 2.873
C -1.588 0.580 2.701
C -1.486 3.069 2.949
C 0.186 1.619 4.123
O 1.546 2.308 -0.388
C 2.097 3.610 -0.221
C 1.027 4.649 0.105
C 2.771 3.953 -1.545
C 3.124 3.533 0.906
H 1.707 -2.994 -0.150
H 0.532 -2.325 -1.290
H 0.086 -2.511 0.406
H 2.721 -1.434 1.631
H 1.075 -1.042 2.154
H 2.195 0.259 1.714
H 3.369 -1.228 -0.814
H 2.951 0.497 -0.682
H 2.225 -0.491 -1.948
H -2.250 0.702 1.843
H -2.220 0.457 3.583
H -1.024 -0.342 2.560
H -2.013 3.228 2.007
H -0.828 3.922 3.133
H -2.214 3.010 3.760
H 0.768 0.698 4.062
H -0.440 1.579 5.016
H 0.876 2.461 4.215
H 0.250 4.649 -0.660
H 1.481 5.641 0.153
H 0.560 4.432 1.066
H 2.023 4.005 -2.337
H 3.497 3.180 -1.803
H 3.288 4.914 -1.482
H 2.631 3.202 1.821
H 3.585 4.508 1.082
H 3.907 2.816 0.650
C 1.150 -1.531 -4.280
C 1.281 -0.058 -4.686
C 0.113 0.577 -3.946
O -0.941 -0.385 -4.058
C -0.357 -1.689 -4.027
H 1.710 -1.725 -3.366
H 1.514 -2.220 -5.040
H 1.144 0.058 -5.763
H 2.242 0.378 -4.409
H -0.244 1.508 -4.382
H 0.355 0.763 -2.893
H -0.850 -2.302 -4.783
H -0.552 -2.158 -3.058
C -2.482 -3.652 2.133
C -3.036 -3.664 0.695
C -2.161 -4.607 -0.147
C -4.439 -4.313 0.766
C -3.080 -2.271 0.080
H -2.470 -4.655 2.586
H -3.094 -2.999 2.761
H -1.465 -3.250 2.137
H -2.260 -5.653 0.169
H -1.107 -4.329 -0.068
H -2.457 -4.527 -1.196
H -4.424 -5.310 1.234
H -4.850 -4.399 -0.242
H -5.115 -3.671 1.338
H -3.693 -1.672 0.807
*
```

Calculated values
HOMO energy: -1.06 eV
LUMO energy: 2.52 eV
energy: -67853.74676 eV

Löwdin charges, unit e, in atom order: 0.90 -0.03 -0.61 -0.02 -0.02 -0.30 -0.24 0.24 -0.17 -0.65 -0.04 -0.04 -0.03 -0.16 -0.65 -0.05 -0.03 -0.03 0.10 0.06 0.06 0.09 0.08 0.08 0.09 0.07 0.06 0.05 0.09 0.07 0.06 0.08 0.08 0.08 0.08 0.08 0.07 0.09 0.07 0.09 0.08 0.08 0.08 0.08 0.08 -0.16 -0.16 -0.20 -0.16 -0.19 0.08 0.11 0.11 0.11 0.12 0.09 0.12 0.09 -0.12 -0.80 -0.12 -0.13 -0.40 0.06 0.06 0.05 0.06 0.04 0.06 0.05 0.06 0.06 -0.08

ORCA calculation (ωB97M-V with the def2-TZVPD basis set) on a structure of composition C38H60O36S3 at a distorted geometry.

ORCA input file:
```
! wB97M-V def2-TZVPD RIJCOSX def2/J DEFGRID3
* xyz 0 1
C 15.319 9.949 16.205
C 15.154 10.760 14.935
O 13.904 11.462 15.072
S 13.854 11.938 16.525
O 12.509 11.993 16.994
O 14.803 12.961 16.657
O 14.361 10.539 17.096
H 16.365 10.077 16.503
H 15.028 8.959 16.075
H 14.950 10.077 14.099
H 15.920 11.488 14.684
C 11.350 18.667 17.074
C 11.604 19.376 18.304
O 12.999 18.997 18.544
S 13.811 18.675 17.223
O 14.060 17.257 17.242
O 14.827 19.624 16.883
O 12.599 18.948 16.245
H 10.602 19.069 16.409
H 11.166 17.637 17.259
H 11.058 19.014 19.178
H 11.480 20.439 18.166
C 11.263 16.644 14.097
C 12.457 16.197 14.910
O 12.474 14.726 14.864
S 10.987 14.243 14.589
O 10.160 14.514 15.783
O 10.960 13.015 13.980
O 10.648 15.358 13.574
H 11.496 17.313 13.253
H 10.468 17.137 14.712
H 12.407 16.443 15.978
H 13.476 16.496 14.567
C 11.355 12.563 19.977
C 12.165 13.863 20.182
C 12.276 14.648 18.885
O 11.633 15.903 19.157
C 11.322 16.031 20.467
O 10.835 16.948 21.084
O 11.619 14.852 21.127
H 11.951 11.832 19.413
H 10.441 12.774 19.426
H 11.185 12.131 20.976
H 13.079 13.583 20.631
H 11.803 14.130 18.019
H 13.334 14.881 18.667
C 14.964 18.465 13.221
C 13.654 19.098 13.142
C 13.638 20.574 13.177
O 12.719 20.997 12.191
C 12.467 19.925 11.338
O 11.752 19.997 10.391
O 13.039 18.821 11.907
H 15.387 18.777 14.204
H 15.559 18.786 12.397
H 14.906 17.362 13.147
H 12.972 18.672 13.918
H 14.634 20.932 12.901
H 13.289 20.987 14.137
C 7.765 21.558 11.215
C 7.651 20.397 12.159
C 8.414 19.191 11.586
O 9.548 19.062 12.532
C 9.392 19.933 13.531
O 10.235 20.015 14.347
O 8.300 20.663 13.422
H 7.289 21.335 10.220
H 8.821 21.881 11.063
H 7.358 22.494 11.743
H 6.622 20.193 12.396
H 8.799 19.413 10.613
H 7.861 18.279 11.606
C 8.802 10.508 17.676
C 9.096 11.353 16.403
C 9.497 10.562 15.152
O 8.544 10.969 14.115
C 7.636 11.786 14.582
O 6.692 12.219 14.034
O 7.881 11.993 15.953
H 9.664 9.996 18.051
H 8.089 9.695 17.413
H 8.447 11.033 18.555
H 9.801 12.145 16.566
H 9.498 9.483 15.227
H 10.477 10.843 14.773
C 11.354 10.939 11.476
C 12.710 11.413 11.108
C 12.871 12.560 10.091
O 13.309 13.680 10.857
C 13.730 13.191 12.051
O 14.339 13.900 12.793
O 13.361 11.973 12.240
H 10.666 11.789 11.554
H 11.403 10.366 12.384
H 11.039 10.305 10.681
H 13.367 10.599 10.833
H 11.927 12.797 9.638
H 13.573 12.361 9.311
C 7.253 14.410 19.389
C 7.832 15.129 18.129
C 6.741 15.748 17.238
O 7.004 17.204 17.287
C 8.093 17.428 18.069
O 8.630 18.482 18.213
O 8.584 16.240 18.581
H 6.586 15.180 19.822
H 8.068 14.174 20.098
H 6.702 13.509 19.187
H 8.543 14.544 17.512
H 5.677 15.573 17.572
H 6.812 15.507 16.230
C 7.789 10.279 8.441
C 7.608 11.751 8.780
C 8.148 12.256 10.186
O 9.402 12.747 9.826
C 9.477 12.958 8.478
O 10.403 13.462 7.906
O 8.407 12.527 7.833
H 7.367 9.697 9.289
H 8.829 10.102 8.255
H 7.140 10.056 7.614
H 6.523 11.951 8.650
H 8.319 11.506 10.968
H 7.613 13.037 10.728
C 12.107 16.481 10.508
C 10.860 17.203 9.905
C 10.859 17.204 8.360
O 9.470 16.742 8.045
C 8.965 16.009 9.108
O 8.071 15.265 9.123
O 9.644 16.395 10.232
H 13.100 17.014 10.406
H 12.122 15.501 10.041
H 12.040 16.243 11.556
H 10.656 18.181 10.297
H 11.544 16.484 7.876
H 10.927 18.207 7.920
*
```

Calculated values
HOMO energy: -10.57 eV
LUMO energy: 0.04 eV
energy: -146593.46578 eV

Löwdin population analysis, charges in e, atoms 1 to 99: -0.13 -0.14 -0.19 0.54 -0.22 -0.17 -0.18 0.14 0.11 0.14 0.14 -0.15 -0.12 -0.18 0.59 -0.24 -0.23 -0.22 0.11 0.10 0.13 0.14 -0.08 -0.13 -0.19 0.55 -0.25 -0.17 -0.18 0.10 0.14 0.09 0.13 -0.02 -0.27 -0.08 0.04 -0.52 0.14 0.06 0.07 0.07 0.09 0.13 0.12 0.14 0.00 -0.39 -0.10 0.06 -0.48 0.15 0.05 0.11 0.09 0.10 0.13 0.14 0.15 -0.04 -0.30 -0.03 0.06 -0.61 0.17 0.12 0.11 0.10 0.11 0.15 0.12 0.13 -0.01 -0.29 -0.05 0.07 -0.58 0.17 0.03 0.07 0.10 0.07 0.10 0.13 0.10 -0.01 -0.28 -0.05 0.06 -0.61 0.15 0.10 0.08 0.09 0.09 0.15 0.10 0.13 0.00